Here is one molecule with the formula C5H11O5PS in a non-equilibrium geometry from the Open Molecules 2025 dataset. Energies are from ωB97M-V with the def2-TZVPD basis set.

ORCA input file:
```
! RIJCOSX wB97M-V def2-TZVPD def2/J DEFGRID3
* xyz 0 1
O 0.122 -0.014 -0.188
H 1.143 0.652 -3.196
H 1.234 1.626 -1.066
H -2.366 0.395 1.115
O -0.028 2.293 1.104
C -1.620 0.012 1.936
H -2.082 0.331 2.927
S -1.214 1.687 -1.593
H -1.332 -1.047 -2.430
C 1.458 0.161 2.152
C 0.421 0.847 -1.295
O -1.534 0.871 -3.019
H 1.020 -0.945 -2.345
P -0.049 0.817 1.345
O -2.195 1.155 -0.693
C -0.841 -0.333 -2.999
O -1.268 3.055 -1.953
H 1.548 -0.987 2.055
H 1.603 0.386 3.249
C 0.593 0.005 -2.529
H 2.423 0.625 1.852
H -0.923 -0.836 -4.043
H -1.395 -1.086 1.695
*
```

Properties
Total energy: -35724.5118 eV
Gap between HOMO and LUMO: 11.07 eV
LUMO energy: 0.56 eV
SMILES string: CP(C)(=O)O[C@H]1CCOS1(=O)=O